ORCA calculation (wB97M-V/def2-TZVPD) on the molecule C4H6F2 at a distorted geometry.

Each line ends with the Löwdin charge.
Geometry (Å):
H  -2.02783  -1.13030  -0.51845  0.08
H  -0.47001  1.28520  -0.03374  0.07
H  -2.61092  0.74584  -1.02675  0.15
F  2.82458  -0.43333  -0.56882  0.07
C  1.88131  -0.08611  0.29903  -0.36
F  1.71369  1.26692  -0.15443  -0.05
C  -1.86031  -0.00375  -0.33190  -0.13
H  -2.31919  0.24258  0.83189  0.15
H  2.47694  0.02292  1.19823  0.15
C  -0.46552  0.28605  -0.06205  -0.22
C  0.52881  -0.55507  0.11088  -0.04
H  0.32845  -1.64095  0.25612  0.13

E_LUMO	0.9968	eV
HOMO energy	-9.9	eV
largest force on an atom	5.3	eV/A
frontier orbital gap	10.88	eV
energy relative to the best compared isomer or geometry (same formula, charge and spin)	52.83	kcal/mol